Entry from the OMol25 dataset: a structure of composition C54H44ClInN6O9S4 (ωB97M-V/def2-TZVPD).

- net charge = -2
- relative energy (zero: lowest compared OMol25 entry of this formula, charge and spin) (kcal/mol) = 23.54
- E_LUMO (eV) = 3.52
- DFT total energy (a.u.) = -5332.8485

XYZ file:
```
119
Properties=species:S:1:pos:R:3:forces:R:3:mulliken_charge:R:1
In 0.2802 -0.0837 -0.1364 0.13 -0.33 -0.11 1.7115
C 1.0323 -0.0433 -4.8231 -0.13 -0.01 0.01 -2.1148
C 0.3573 -0.2439 -3.4810 0.05 0.02 -0.09 0.7158
N 1.0050 0.0263 -2.3867 0.02 0.32 0.05 1.7242
N 2.2706 0.5591 -2.6515 0.01 0.06 0.15 -0.9547
C 3.0830 0.7169 -1.6674 -0.11 -0.29 -0.08 0.3494
S 2.8876 0.3314 -0.0085 -0.08 0.31 -0.16 -0.5536
S 4.7127 1.2770 -2.2042 -0.06 -0.06 0.07 -0.2197
C 5.4854 -0.3834 -2.1709 -0.10 0.16 -0.08 -1.2240
C 5.0428 -1.2647 -3.3060 0.01 0.03 -0.01 0.5260
C 5.5962 -1.1298 -4.5794 -0.01 0.02 0.04 -0.4501
C 5.1513 -1.9109 -5.6356 -0.04 -0.03 0.05 -0.5525
C 4.1383 -2.8451 -5.4354 0.07 0.08 0.02 -0.4765
C 3.5813 -2.9866 -4.1730 -0.02 0.02 0.05 -0.5962
C 4.0318 -2.2016 -3.1168 -0.03 -0.04 -0.01 0.2477
C -1.0225 -0.7531 -3.5084 0.03 -0.04 -0.12 0.3807
C -1.7073 -0.7374 -4.7433 0.10 -0.01 0.05 -1.1429
C -2.9632 -1.2735 -4.9129 -0.08 -0.06 0.07 -1.2540
C -3.5808 -1.8971 -3.8162 0.11 0.03 -0.10 -0.3849
C -2.9591 -1.9123 -2.5956 -0.05 -0.05 -0.02 -0.6507
C -1.6912 -1.3003 -2.3741 0.22 0.00 0.22 0.8193
O -1.2105 -1.3091 -1.1784 -0.23 0.11 -0.26 -0.1341
H 2.1063 -0.0357 -4.7101 0.08 -0.01 0.00 0.3351
H 0.7409 0.9275 -5.2390 0.01 -0.06 0.03 0.2826
H 0.7377 -0.8278 -5.5171 -0.03 0.02 0.00 0.5550
H 5.2305 -0.8213 -1.2066 0.09 -0.06 0.02 0.3594
H 6.5584 -0.1926 -2.2037 0.02 -0.06 -0.02 0.5470
H 6.3710 -0.3854 -4.7396 -0.05 -0.05 -0.01 0.3768
H 5.5894 -1.7886 -6.6196 -0.01 0.00 0.02 0.3632
H 3.7818 -3.4502 -6.2606 0.01 0.01 0.01 0.3813
H 2.7844 -3.7032 -4.0070 0.02 0.04 0.01 0.4213
H 3.5807 -2.3058 -2.1346 0.06 0.02 -0.12 0.0926
H -1.2404 -0.2609 -5.5961 -0.02 -0.05 0.06 0.4363
H -3.4564 -1.2170 -5.8762 0.01 -0.02 0.05 0.3567
H -4.5537 -2.3609 -3.9338 -0.02 0.02 0.03 0.3625
H -3.4287 -2.3665 -1.7292 0.04 0.00 -0.06 0.3403
C 2.0747 -4.1322 0.5385 -0.01 0.05 -0.01 -0.5658
C 1.1971 -4.8018 1.3807 0.01 0.05 -0.02 -1.0806
C 0.0737 -4.1453 1.8563 -0.03 0.06 -0.03 -0.7057
C -0.1962 -2.8175 1.4941 0.08 -0.01 0.04 1.2489
C 0.6951 -2.1242 0.6631 -0.07 0.13 0.12 0.2020
C 1.8217 -2.8083 0.1980 -0.21 -0.17 0.11 -0.2426
C -1.4026 -2.1219 2.0508 0.04 0.01 0.11 0.5052
C -2.3774 -2.8462 2.8027 0.11 -0.05 0.01 -1.0012
C -3.4118 -2.1948 3.3885 0.00 0.00 0.07 -1.4711
C -3.5275 -0.7946 3.2527 -0.04 0.07 -0.03 1.4285
C -4.5684 -0.0459 3.8527 0.04 -0.10 0.00 -0.7585
C -4.6287 1.3057 3.6800 -0.03 0.07 -0.07 -0.9220
C -3.6527 1.9602 2.8956 -0.12 0.02 0.02 -0.8618
C -2.6364 1.2615 2.3121 0.01 -0.11 -0.26 2.0823
C -2.5471 -0.1441 2.4725 0.10 -0.04 -0.06 -1.5562
N -1.5082 -0.8227 1.8868 -0.36 -0.16 -0.11 1.1327
H 2.9604 -4.6357 0.1619 -0.04 0.02 -0.01 0.4406
H 1.3878 -5.8276 1.6751 0.00 0.02 0.00 0.3505
H -0.5753 -4.6870 2.5319 -0.01 0.01 -0.01 0.2883
H 2.5200 -2.2873 -0.4457 -0.03 0.02 0.11 -0.3006
H -2.2835 -3.9121 2.9324 -0.02 -0.04 -0.07 0.4387
H -4.1411 -2.7352 3.9833 -0.02 0.01 -0.04 0.3792
H -5.3101 -0.5679 4.4505 0.04 0.03 -0.04 0.3972
H -5.4299 1.8821 4.1274 0.05 -0.02 0.01 0.4090
H -3.7286 3.0282 2.7389 0.04 -0.03 0.03 0.3116
H -1.8971 1.7542 1.6944 -0.38 -0.11 0.00 -0.6779
O 0.5329 4.9530 -0.3372 0.33 -0.28 -0.24 -0.6776
Cl 1.3140 4.0110 -1.1273 0.64 -0.27 0.32 2.0543
O 2.6501 3.9223 -0.6105 -0.34 -0.09 -0.16 -0.7078
O 1.3237 4.4244 -2.5123 0.01 -0.02 0.24 -0.7018
O 0.6438 2.6978 -1.0484 0.64 0.59 0.14 -1.3694
O -1.7559 1.5052 -0.8495 0.21 -0.04 0.11 -0.3517
S -1.7408 2.1229 -2.2286 -0.25 0.05 0.00 1.1432
C -1.7704 3.9454 -2.1130 -0.19 -0.05 0.17 -0.3261
C -2.7018 4.5875 -1.1318 -0.02 -0.04 -0.03 -0.3945
C -3.7997 5.3311 -1.5536 -0.04 -0.04 -0.03 -0.3679
C -4.6145 5.9817 -0.6357 0.00 -0.04 0.02 -0.6994
C -4.3292 5.9058 0.7212 0.03 -0.02 -0.05 -0.7156
C -3.2206 5.1847 1.1515 -0.01 -0.01 -0.05 -0.6972
C -2.4165 4.5267 0.2315 -0.05 -0.07 0.08 1.2174
C -3.4175 1.7788 -2.9521 0.15 -0.08 0.34 -0.7269
C -4.5760 1.5410 -2.0159 0.05 0.07 0.03 0.3950
C -5.7263 2.3203 -2.1085 0.02 0.01 -0.01 -0.5457
C -6.8405 2.0540 -1.3223 0.02 -0.02 -0.01 -0.7614
C -6.8217 0.9904 -0.4311 -0.01 0.04 -0.02 -0.6384
C -5.6810 0.2046 -0.3311 0.04 0.07 0.05 -1.1825
C -4.5654 0.4806 -1.1072 0.08 0.04 0.01 0.7468
H -1.9605 4.2568 -3.1429 -0.04 0.03 0.00 0.8422
H -0.7402 4.2055 -1.8644 -0.84 -0.04 -0.38 -0.6045
H -4.0050 5.4204 -2.6171 -0.01 -0.03 0.05 0.4163
H -5.4674 6.5552 -0.9824 0.04 -0.02 0.02 0.3726
H -4.9555 6.4214 1.4397 0.03 -0.01 -0.01 0.4191
H -2.9660 5.1558 2.2055 -0.01 0.02 -0.05 0.6271
H -1.5334 3.9899 0.5574 -0.29 0.17 -0.11 -0.4400
H -3.2323 0.8725 -3.5350 -0.04 0.11 0.02 -0.3087
H -3.6217 2.6006 -3.6417 0.01 -0.03 0.00 0.7675
H -5.7578 3.1400 -2.8176 0.03 0.04 0.04 0.2769
H -7.7233 2.6774 -1.4124 0.04 -0.02 0.01 0.3868
H -7.6886 0.7768 0.1844 0.03 0.01 -0.02 0.3857
H -5.6512 -0.6270 0.3640 0.02 0.04 0.01 0.4122
H -3.6805 -0.1325 -1.0102 0.00 0.09 0.04 0.4868
O -0.8875 6.3153 8.5948 -0.08 0.04 0.10 -0.7015
S -0.1079 6.4116 7.3763 0.07 -0.17 -0.08 1.1815
O -0.8717 6.7104 6.1851 -0.07 0.07 -0.06 -0.6448
O 1.1468 7.1322 7.5050 0.04 0.13 0.03 -0.7032
C 0.4933 4.7085 7.1231 0.05 -0.18 0.04 0.0524
N 1.0095 4.1072 8.2050 -0.04 0.00 -0.22 -0.5314
C 1.4835 2.8865 8.0174 -0.03 0.08 0.05 -0.3399
C 1.4532 2.2426 6.7923 0.09 -0.14 0.03 -0.6573
C 0.8964 2.9435 5.7359 -0.07 -0.02 -0.16 0.3794
N 0.4216 4.1760 5.9053 -0.01 0.06 0.09 -0.2963
C 0.7767 2.3532 4.3636 -0.01 0.11 0.15 1.2073
C 1.0748 1.0162 4.1135 -0.03 -0.03 0.02 -1.1633
C 0.8937 0.5043 2.8472 -0.04 0.18 -0.08 -0.4446
N 0.4486 1.2486 1.8304 0.17 0.12 -0.14 0.8284
C 0.2090 2.5462 2.0465 0.36 -0.10 0.00 -0.8876
C 0.3487 3.1306 3.2947 0.04 0.05 0.04 -0.7774
H 1.9071 2.3942 8.8889 0.00 0.00 -0.01 0.3979
H 1.8544 1.2451 6.6836 0.00 0.04 0.02 0.3852
H 1.4256 0.3571 4.8943 -0.01 -0.02 -0.02 0.2710
H 1.1004 -0.5378 2.6262 -0.02 0.03 0.00 0.1565
H -0.0877 3.1309 1.1848 0.13 -0.15 0.11 0.3159
H 0.1294 4.1787 3.4523 -0.01 -0.02 -0.04 0.7922
```
Positions in Å, forces in eV/Å.